ORCA calculation (the ωB97M-V functional and the def2-TZVPD basis) on 3 unconnected molecules or ions with the total composition C6H14N2O.

Structure (XYZ):
```
23
C6H14N2O (the ωB97M-V functional and the def2-TZVPD basis)
C 0.06 -0.52 0.24
C -2.02 -0.29 -0.63
C 0.35 -1.99 0.23
C -0.04 0.10 1.61
C -2.57 1.08 -0.40
N 0.43 0.28 -0.76
C 2.53 0.28 -0.30
N 2.88 1.49 -0.79
O 3.29 -0.48 0.25
H 0.49 -0.22 -1.65
H 3.83 1.83 -0.67
H 2.14 2.13 -1.03
H -2.41 -1.08 0.00
H -1.94 -0.60 -1.67
H 0.32 -2.40 -0.78
H -0.35 -2.53 0.87
H 1.36 -2.16 0.63
H -0.89 -0.32 2.15
H -0.15 1.18 1.55
H 0.86 -0.12 2.18
H -3.63 1.15 -0.69
H -2.03 1.83 -0.98
H -2.52 1.37 0.65
```

Calculated values
HOMO-LUMO gap (alpha / beta) ... 7.653 / 7.579 eV
Energy ... -11472.911 eV
HOMO energy (alpha / beta) ... -7.12 / -6.92 eV
Strongest force on any atom ... 0.05955 hartree/bohr
Relative energy (zero: lowest compared OMol25 entry of this formula, charge and spin) ... 468.80 kJ/mol
Charge ... 0

---

ORCA calculation (the ωB97M-V functional and the def2-TZVPD basis) on 6 unconnected molecules or ions with the total composition C25H58B3NO12.

Structure (XYZ):
```
99
C25H58B3NO12 (the ωB97M-V functional and the def2-TZVPD basis)
C -3.59 3.19 5.44
C -2.88 1.74 5.05
O -2.79 1.49 3.61
C -2.94 0.03 3.42
C -2.24 -0.57 2.07
B -2.60 0.22 0.68
O -1.55 1.03 0.03
B -1.77 1.15 -1.43
C -0.42 1.08 -2.40
C 0.63 2.22 -1.84
C 0.44 3.62 -2.73
O 1.40 4.60 -2.21
C 0.73 5.46 -1.21
C 0.76 7.10 -1.46
O 0.13 5.02 -0.09
O -3.10 1.36 -2.07
B -4.09 1.26 -0.98
N -5.27 2.21 -0.75
C -5.59 2.25 0.61
O -5.45 2.24 1.97
O -3.94 0.15 0.00
H -4.53 3.39 4.77
H -2.83 4.09 5.48
H -3.98 3.06 6.56
H -1.83 1.75 5.61
H -3.57 0.91 5.55
H -2.40 -0.48 4.35
H -4.09 -0.23 3.53
H -1.07 -0.59 2.21
H -2.58 -1.71 1.97
H -0.66 1.28 -3.54
H 0.14 0.04 -2.34
H 0.49 2.49 -0.71
H 1.76 1.91 -1.98
H 0.65 3.30 -3.85
H -0.69 3.93 -2.58
H -0.30 7.49 -1.79
H 1.14 7.57 -0.44
H 1.57 7.29 -2.30
C 1.11 3.45 3.76
C 1.63 2.03 3.63
C 1.90 1.67 2.17
O 0.67 1.12 4.17
H 0.17 3.58 3.22
H 0.91 3.69 4.81
H 1.84 4.17 3.37
H 2.55 1.91 4.21
H 0.98 1.74 1.58
H 2.26 0.64 2.09
H 2.65 2.34 1.74
H -0.15 1.22 3.65
C 2.41 -2.98 -4.25
C 1.19 -2.55 -3.45
C 0.33 -3.75 -3.07
O 0.41 -1.64 -4.23
H 2.12 -3.47 -5.18
H 3.01 -2.11 -4.53
H 3.04 -3.67 -3.68
H 1.51 -2.02 -2.55
H -0.03 -4.27 -3.96
H -0.55 -3.42 -2.51
H 0.90 -4.46 -2.46
H 0.13 -2.11 -5.03
C 1.77 -5.71 -8.04
C 0.59 -5.28 -7.19
C -0.73 -5.48 -7.93
O 0.73 -3.90 -6.85
H 1.83 -5.12 -8.96
H 2.71 -5.55 -7.50
H 1.70 -6.77 -8.31
H 0.58 -5.85 -6.26
H -0.76 -4.88 -8.84
H -1.57 -5.16 -7.31
H -0.88 -6.53 -8.19
H 0.74 -3.39 -7.67
C 7.17 2.32 0.90
C 5.79 2.84 1.27
C 5.77 3.44 2.67
O 4.85 1.76 1.20
H 7.49 1.53 1.59
H 7.16 1.88 -0.10
H 7.91 3.13 0.93
H 5.47 3.59 0.54
H 6.04 2.69 3.42
H 4.76 3.79 2.92
H 6.47 4.28 2.74
H 5.13 1.09 1.85
C -2.52 -4.29 3.94
C -3.75 -3.86 4.74
C -4.60 -5.06 5.12
O -4.52 -2.96 3.96
H -2.82 -4.78 3.01
H -1.92 -3.42 3.66
H -1.90 -4.98 4.52
H -3.43 -3.33 5.64
H -4.97 -5.58 4.23
H -5.48 -4.74 5.69
H -4.04 -5.77 5.74
H -4.81 -3.42 3.16
```

Calculated values
HOMO-LUMO gap ... 8.891 eV
Energy ... -54954.271 eV
Structure (SMILES) ... CCOCCB1OB(CCCOC(C)=O)OB(N=C=O)O1.CC(C)O.CC(C)O.CC(C)O.CC(C)O.CC(C)O
HOMO energy ... -9.45 eV
Strongest force on any atom ... 0.22200 hartree/bohr
Charge ... 0

---

ORCA calculation (the ωB97M-V functional and the def2-TZVPD basis) on a molecular structure, C6H15InNO2.

Structure (XYZ):
```
25
C6H15InNO2 (the ωB97M-V functional and the def2-TZVPD basis)
In -0.86 -1.94 0.46
C 1.36 -3.17 -1.65
O 0.84 -1.87 -1.32
C 1.43 -0.80 -2.02
C 0.73 0.51 -1.65
N 0.53 0.60 -0.21
C -0.23 1.68 0.30
C -0.56 1.63 1.84
O -1.43 0.59 2.02
C -2.63 0.90 2.80
H 0.86 -3.90 -1.02
H 2.45 -3.14 -1.59
H 1.11 -3.44 -2.69
H 1.49 -0.91 -3.11
H 2.48 -0.73 -1.67
H -0.18 0.74 -2.22
H 1.46 1.29 -1.96
H 1.43 0.56 0.29
H -1.18 1.80 -0.25
H 0.23 2.69 0.14
H -0.94 2.59 2.20
H 0.39 1.45 2.38
H -2.33 0.97 3.85
H -3.34 0.09 2.65
H -3.11 1.81 2.43
```

Calculated values
HOMO-LUMO gap ... 4.253 eV
Energy ... -17186.530 eV
HOMO energy ... -21.97 eV
Strongest force on any atom ... 0.05389 hartree/bohr
Relative energy (zero: lowest compared OMol25 entry of this formula, charge and spin) ... 9.57 kJ/mol
Charge ... +3

---

ORCA calculation (the ωB97M-V functional and the def2-TZVPD basis) on 2 unconnected molecules or ions with the total composition C16H32BF2N3O3PS.

Structure (XYZ):
```
59
C16H32BF2N3O3PS (the ωB97M-V functional and the def2-TZVPD basis)
C 2.17 2.53 2.34
C 1.18 1.54 3.19
C -0.14 1.00 2.35
F -0.57 -0.26 3.06
C -1.33 2.11 2.19
P -1.11 3.26 0.64
S -0.53 2.22 -0.96
C -1.66 3.07 3.49
O -0.88 3.88 4.22
N -3.16 3.03 3.86
C -3.82 2.84 2.48
B -5.46 2.72 2.40
N -6.27 4.01 2.62
O -6.22 1.49 2.11
C -2.89 1.57 1.92
F -3.41 0.45 2.74
H 2.99 1.86 1.82
H 2.75 3.32 3.01
H 1.65 3.14 1.49
H 1.82 0.56 3.43
H 0.90 1.97 4.27
H 0.28 0.61 1.30
H -2.38 3.87 0.22
H -0.17 4.34 0.87
H -3.42 2.27 4.55
H -3.63 3.91 2.01
H -6.06 4.67 1.81
H -5.91 4.44 3.52
H -6.61 1.65 1.17
H -3.08 1.27 0.78
C 0.95 -1.82 -0.62
C 0.69 -2.06 -2.14
C 0.41 -3.57 -2.41
C 1.66 -4.43 -2.29
C 2.78 -3.90 -3.19
C 3.09 -2.40 -2.91
N 1.86 -1.55 -2.93
O 1.44 -1.43 -4.27
C 3.80 -2.29 -1.54
C 4.17 -1.90 -3.91
C -0.64 -1.27 -2.41
H 1.11 -2.76 -0.07
H 1.80 -1.15 -0.44
H 0.11 -1.31 -0.12
H 0.00 -3.70 -3.42
H -0.35 -3.95 -1.72
H 2.00 -4.49 -1.26
H 1.43 -5.47 -2.59
H 3.68 -4.50 -3.05
H 2.49 -4.03 -4.24
H 3.97 -1.25 -1.25
H 4.78 -2.79 -1.56
H 3.27 -2.79 -0.72
H 3.88 -2.01 -4.96
H 5.10 -2.47 -3.79
H 4.42 -0.85 -3.73
H -0.50 -0.20 -2.22
H -1.44 -1.63 -1.75
H -1.01 -1.40 -3.43
```

Calculated values
HOMO-LUMO gap ... 3.592 eV
Energy ... -53944.662 eV
HOMO energy ... -11.53 eV
Strongest force on any atom ... 0.21207 hartree/bohr
Charge ... +1

---

ORCA calculation (the ωB97M-V functional and the def2-TZVPD basis) on a molecular structure, C18H34N12Rh.

Structure (XYZ):
```
65
C18H34N12Rh (the ωB97M-V functional and the def2-TZVPD basis)
Rh 0.34 -0.03 -0.13
N 1.84 -0.17 3.98
C 0.57 -0.20 4.44
C -0.24 -0.24 3.34
N 0.52 -0.23 2.22
C 1.79 -0.19 2.63
C 2.84 -0.13 1.66
N 2.53 -0.07 0.36
C 3.70 -0.04 -0.32
C 4.74 -0.07 0.57
N 4.18 -0.13 1.81
H 2.66 -0.13 4.57
H 0.32 -0.19 5.49
H -1.31 -0.27 3.31
H 3.75 0.01 -1.39
H 5.80 -0.06 0.41
H 4.71 -0.17 2.68
C 0.98 -2.77 -1.02
N -0.24 -3.38 -0.60
C -0.35 -4.81 -0.48
C -1.78 -5.01 0.02
N -2.27 -3.65 0.21
C -3.64 -3.49 0.62
C -1.35 -2.73 -0.17
N -1.41 -1.42 -0.17
C -2.55 -0.66 0.30
C -2.59 0.76 -0.28
N -1.36 1.50 -0.10
C -1.31 2.81 -0.15
N -0.15 3.47 0.11
C 1.09 2.86 0.49
C -0.27 4.89 -0.09
C -1.75 5.08 -0.38
N -2.27 3.73 -0.46
C -3.68 3.60 -0.75
H 1.83 -3.27 -0.55
H 0.97 -1.68 -0.75
H 1.13 -2.84 -2.11
H 0.39 -5.19 0.23
H -0.17 -5.30 -1.44
H -1.83 -5.57 0.96
H -2.41 -5.54 -0.71
H -4.03 -4.45 0.94
H -4.26 -3.15 -0.21
H -3.74 -2.79 1.45
H -2.52 -0.58 1.40
H -3.49 -1.13 0.00
H -3.42 1.27 0.23
H -2.84 0.69 -1.35
H 0.91 2.14 1.29
H 1.77 3.63 0.85
H 1.58 2.36 -0.37
H 0.37 5.22 -0.92
H 0.05 5.44 0.81
H -1.93 5.60 -1.32
H -2.27 5.64 0.41
H -4.02 4.54 -1.17
H -4.27 3.41 0.15
H -3.88 2.81 -1.47
N 0.95 -0.43 -3.30
N 0.03 0.31 -2.49
H 1.33 0.11 -4.07
H 0.52 -1.27 -3.67
H -0.95 0.10 -2.73
H 0.18 1.31 -2.64
```

Calculated values
HOMO-LUMO gap (alpha / beta) ... 8.923 / 4.098 eV
Energy ... -40079.950 eV
HOMO energy (alpha / beta) ... -16.56 / -16.55 eV
Strongest force on any atom ... 0.05179 hartree/bohr
Relative energy (zero: lowest compared OMol25 entry of this formula, charge and spin) ... 125.78 kJ/mol
Charge ... +3
Spin multiplicity ... 5
<S²> ... 6.02

---

ORCA calculation (the ωB97M-V functional and the def2-TZVPD basis) on 2 unconnected molecules or ions with the total composition CCl3F2N.

Structure (XYZ):
```
7
CCl3F2N (the ωB97M-V functional and the def2-TZVPD basis)
F -0.01 -0.49 1.64
N -0.27 -0.82 0.37
C -0.81 0.13 -0.24
F -1.07 -0.07 -1.48
Cl -1.06 1.77 0.25
Cl 3.98 -0.06 -0.32
Cl 2.25 0.95 -0.19
```

Calculated values
HOMO-LUMO gap ... 9.820 eV
Energy ... -45525.777 eV
Structure (SMILES) ... F/N=C(/F)Cl.ClCl
HOMO energy ... -10.92 eV
Strongest force on any atom ... 0.03205 hartree/bohr
Relative energy (zero: lowest compared OMol25 entry of this formula, charge and spin) ... 13.25 kJ/mol
Charge ... 0

---

ORCA calculation (the ωB97M-V functional and the def2-TZVPD basis) on 2 unconnected molecules or ions with the total composition C4H9BO3.

Structure (XYZ):
```
17
C4H9BO3 (the ωB97M-V functional and the def2-TZVPD basis)
C -1.22 0.33 1.40
C -0.61 0.08 0.06
C -0.30 1.31 -0.75
C -0.35 -1.16 -0.34
O 0.11 -1.52 -1.59
H -2.22 0.76 1.27
H -1.31 -0.59 1.97
H -0.63 1.04 1.97
H -1.12 2.02 -0.68
H 0.59 1.79 -0.35
H -0.13 1.10 -1.80
H -0.53 -2.03 0.27
H 0.09 -0.75 -2.16
O 3.14 -1.84 1.10
B 2.97 -1.82 -0.09
O 2.78 -1.77 -1.38
H 1.85 -1.84 -1.65
```

Calculated values
HOMO-LUMO gap ... 9.565 eV
Energy ... -11114.542 eV
Structure (SMILES) ... CC(C)=CO.O=BO
HOMO energy ... -9.20 eV
Strongest force on any atom ... 0.03190 hartree/bohr
Relative energy (zero: lowest compared OMol25 entry of this formula, charge and spin) ... 117.54 kJ/mol
Charge ... 0